Entry 1:
The following is a quantum chemistry calculation of a structure of composition C40H43N11O3PbS3, from OMol25.

Element x y z (Å)
1 Pb -0.57926 -0.24045 0.01758
2 N 2.80711 -4.12416 -0.21188
3 C 4.14149 -3.77604 -0.31083
4 C 5.11472 -4.74531 -0.29953
5 C 6.41069 -4.42390 0.07480
6 C 6.78085 -3.11757 0.36433
7 C 5.86326 -2.12617 0.17083
8 C 4.55648 -2.43928 -0.18867
9 S 3.47433 -1.18953 -0.55990
10 N 1.98147 -1.92658 -0.49595
11 C 1.82339 -3.19891 -0.33940
12 C 0.40907 -3.74020 -0.23152
13 C 0.12544 -5.08018 -0.61581
14 C -1.15545 -5.58274 -0.41384
15 C -2.14639 -4.76873 0.07697
16 C -1.81128 -3.42032 0.33755
17 N -0.55870 -2.91906 0.14331
18 H 2.55294 -5.11019 -0.24950
19 H 4.88839 -5.80575 -0.56500
20 H 7.13636 -5.22038 0.14352
21 H 7.73580 -2.84746 0.71093
22 H 6.19595 -1.09349 0.24901
23 H 0.90412 -5.68888 -1.09338
24 H -1.44133 -6.63791 -0.71661
25 H -3.20318 -5.10684 0.21824
26 H -2.63076 -2.75225 0.62435
27 O -3.41384 5.57361 -1.73052
28 C -3.14149 5.46098 -0.34856
29 C -3.16719 3.98684 0.01587
30 C -2.84742 3.62557 1.32750
31 C -2.61234 2.27027 1.51820
32 N -2.54114 1.40797 0.50131
33 C -3.02661 1.69062 -0.75272
34 C -3.40189 3.02846 -0.98843
35 C -3.12826 0.58357 -1.66753
36 C -3.78288 0.85600 -2.90313
37 C -3.99699 -0.20982 -3.81745
38 C -4.59876 0.04857 -5.19789
39 O -5.04252 1.40144 -5.10807
40 C -3.42549 -1.45492 -3.56789
41 C -2.65106 -1.54789 -2.42464
42 N -2.51357 -0.62213 -1.47716
43 H -3.26463 6.49594 -2.03893
44 H -3.89017 5.97437 0.20828
45 H -2.15361 5.93310 -0.13244
46 H -2.77704 4.30385 2.19150
47 H -2.49922 1.82681 2.47445
48 H -3.77933 3.36654 -1.93735
49 H -4.22929 1.80621 -3.15736
50 H -5.36680 -0.68550 -5.43369
51 H -3.82022 -0.04341 -5.92439
52 H -5.65362 1.63184 -5.85674
53 H -3.67736 -2.33397 -4.16395
54 H -2.07297 -2.48840 -2.29005
55 N -1.53593 -2.65156 4.89114
56 C -0.16215 -2.68987 4.93771
57 C 0.23738 -1.89154 3.86041
58 N -0.81326 -1.48594 3.15958
59 C -1.90409 -1.97924 3.78825
60 C -3.26375 -1.76237 3.35024
61 N -3.63300 -1.25781 2.15733
62 C -4.97398 -1.25182 2.18147
63 C -5.45828 -1.77192 3.36845
64 N -4.35833 -2.11885 4.10337
65 H -2.16550 -3.10844 5.54202
66 H 0.38834 -3.14896 5.74019
67 H 1.17872 -1.69318 3.46924
68 H -5.42832 -0.80140 1.28739
69 H -6.48035 -1.88677 3.63368
70 H -4.34563 -2.53731 5.00348
71 C 1.08383 0.60289 -5.34231
72 N 1.35030 1.05910 -3.97299
73 C 0.48253 1.71811 -3.20334
74 N -0.52719 2.38252 -3.85555
75 S 0.57998 1.75629 -1.48864
76 H 1.96718 0.30444 -5.92468
77 H 0.53301 1.36925 -5.86495
78 H 0.41967 -0.25117 -5.33930
79 H 2.16466 0.72641 -3.54921
80 H -0.33668 2.68299 -4.81388
81 H -1.09071 2.97135 -3.26160
82 C 6.48441 4.42391 0.66622
83 C 5.09310 3.83557 1.07106
84 C 4.81851 2.48800 0.87278
85 C 3.63447 1.94050 1.40872
86 C 2.74148 2.74906 2.10012
87 C 2.96807 4.09769 2.21853
88 C 4.10682 4.61703 1.75428
89 S 1.17244 2.12994 2.69618
90 C 1.30600 2.04901 4.52653
91 O 1.10413 0.68917 2.24744
92 H 7.26078 3.63113 0.80224
93 H 6.70775 5.28944 1.27725
94 H 6.38050 4.75651 -0.39836
95 H 5.44710 1.79515 0.26751
96 H 3.48775 0.85519 1.27347
97 H 2.16239 4.71034 2.68748
98 H 4.33148 5.66229 1.84127
99 H 1.78407 1.11355 4.88206
100 H 0.26606 2.19018 4.92141
101 H 1.93443 2.88692 4.86847

Cartesian forces (eV/Å) of the 2 atoms listed first:
Pb 0.49 -0.80 1.88
N -0.99 -0.63 -0.85

Results
highest occupied orbital energy	-11.077	eV
spin multiplicity	1
total charge	+2
E_tot	-3765.050194	Eh
relative energy (zero: lowest compared OMol25 entry of this formula, charge and spin)	247.7	kJ/mol
HOMO-LUMO gap	0.2259	Eh

Results of the Mulliken charge analysis, in e, for atoms 1 through 2: number 1, Pb, carries 1.3328; number 2, N, carries -0.0352

=====

Entry 2:
The following is a quantum chemistry calculation of a cluster of 2 separate species, C4H5Cl in total, from OMol25.

Element x y z (Å)
1 C -2.42416 -0.38542 0.26812
2 C -1.66568 0.58338 -0.13355
3 C 1.27501 -0.50475 -0.35434
4 C 2.02741 0.45697 0.00379
5 Cl 3.84049 -0.00060 -0.04991
6 H -3.44760 -0.17094 0.33358
7 H -1.90818 -1.25485 0.62174
8 H -1.08223 1.40219 -0.41588
9 H 1.34514 -1.61506 -0.37471
10 H 2.03978 1.48908 0.10116

Cartesian forces (eV/Å) of the 2 atoms listed first:
C 1.74 1.11 -0.23
C 0.41 -0.64 0.11

Results
highest occupied orbital energy (spin up / spin down)	-8.149 / -9.354	eV
spin multiplicity	1
E_tot	-615.351121	Eh
relative energy (zero: lowest compared OMol25 entry of this formula, charge and spin)	537.1	kJ/mol
HOMO-LUMO gap (spin up / spin down)	0.2608 / 0.3628	Eh

Results of the Mulliken charge analysis, in e, for atoms 1 through 2: number 1, C, carries -0.5599; number 2, C, carries -0.3080

=====

Entry 3:
The following is a quantum chemistry calculation of an isolated molecule of C3H7NOS2, from OMol25.

Element x y z (Å)
1 S 0.55487 -1.61405 -1.83755
2 S -0.85263 -1.86578 -0.31547
3 C -0.99426 -0.29496 0.62092
4 C -0.38490 0.97649 0.05224
5 C 0.29648 1.90053 1.02901
6 N 1.56283 1.49594 1.38926
7 O -0.13037 2.96349 1.41926
8 H -0.24936 -1.35435 -2.88174
9 H -2.06766 -0.12057 0.73797
10 H -0.65678 -0.50267 1.63074
11 H -1.04545 1.53775 -0.61050
12 H 0.39677 0.76454 -0.68339
13 H 1.79317 0.55463 1.15259
14 H 2.00210 2.09302 2.06191

Cartesian forces (eV/Å) of the 2 atoms listed first:
S -0.30 -0.11 0.64
S 0.41 0.04 -0.68

Results
highest occupied orbital energy	-9.427	eV
structure (SMILES)	NC(=O)CCSS
spin multiplicity	1
E_tot	-1044.887732	Eh
relative energy (zero: lowest compared OMol25 entry of this formula, charge and spin)	38.5	kJ/mol
HOMO-LUMO gap	0.3545	Eh

Results of the Mulliken charge analysis, in e, for atoms 1 through 2: number 1, S, carries -0.2562; number 2, S, carries -0.0840

=====

Entry 4:
The following is a quantum chemistry calculation of a cluster of 2 separate species, C4H12N2O2 in total, from OMol25.

Element x y z (Å)
1 C 0.91921 0.76239 0.21338
2 C 1.51287 1.84692 1.09830
3 C -0.57492 0.19786 0.86194
4 N -1.66228 1.00940 0.62372
5 O 1.79844 -0.36263 0.21582
6 O -0.50191 -0.42903 1.91370
7 H 1.69203 -0.78391 1.08930
8 H 0.86166 1.14366 -0.81348
9 H -1.75148 1.43073 -0.29013
10 H -2.31344 1.10320 1.39224
11 H 2.51226 2.11688 0.73890
12 H 0.88987 2.74726 1.09825
13 H 1.61491 1.50318 2.13349
14 C -0.48129 -2.27349 -1.53991
15 N -1.12111 -0.96590 -1.42281
16 H -2.08235 -1.04203 -1.09688
17 H -0.38587 -0.20032 -1.49761
18 H -1.21343 -3.07654 -1.43930
19 H 0.27976 -2.37580 -0.76507
20 H 0.00704 -2.35183 -2.51384

Cartesian forces (eV/Å) of the 2 atoms listed first:
C -0.96 -1.85 0.89
C -0.43 0.30 0.29

Results
highest occupied orbital energy	-8.573	eV
structure (SMILES)	C[C@@H](O)C(N)=O.CN
spin multiplicity	1
E_tot	-419.550956	Eh
relative energy (zero: lowest compared OMol25 entry of this formula, charge and spin)	256.1	kJ/mol
HOMO-LUMO gap	0.3460	Eh

Results of the Mulliken charge analysis, in e, for atoms 1 through 2: number 1, C, carries 0.0516; number 2, C, carries -1.4498

=====

Entry 5:
The following is a quantum chemistry calculation of a cluster of 2 separate species, C3H10N4S in total, from OMol25.

Element x y z (Å)
1 C 0.32314 0.28693 0.52378
2 C 0.70491 -2.00641 0.75547
3 C 0.57020 2.75831 0.45914
4 N -1.24872 -1.31173 -0.14168
5 N -0.12289 -0.96906 0.56302
6 N 0.06718 1.45274 0.70747
7 N -2.17229 -0.36457 -0.45651
8 S 2.63019 -0.17457 -0.37834
9 H 1.18926 -2.29525 -0.18109
10 H 1.50120 -1.68870 1.49121
11 H 0.05377 -2.83559 1.22884
12 H -0.04747 3.31523 -0.42511
13 H 1.66751 2.75889 0.28095
14 H 0.54920 3.33005 1.40294
15 H -1.32125 -2.33136 -0.53855
16 H -2.73797 -0.43921 -1.24369
17 H -2.30085 0.29848 0.29069
18 H 2.80338 0.82489 -1.42726

Cartesian forces (eV/Å) of the 2 atoms listed first:
C -0.42 3.42 -0.19
C 2.61 -4.55 2.84

Results
highest occupied orbital energy (spin up / spin down)	-18.683 / -18.043	eV
spin multiplicity	1
total charge	+2
E_tot	-736.600960	Eh
relative energy (zero: lowest compared OMol25 entry of this formula, charge and spin)	464.7	kJ/mol
HOMO-LUMO gap (spin up / spin down)	0.2878 / 0.2540	Eh

Results of the Mulliken charge analysis, in e, for atoms 1 through 2: number 1, C, carries 0.5815; number 2, C, carries -1.2141

=====

Entry 6:
The following is a quantum chemistry calculation of an isolated molecule of C2H3N3O2, from OMol25.

Element x y z (Å)
1 C -0.08142 -1.39536 -1.00735
2 C -0.49411 0.64906 -0.14502
3 H 0.96962 0.13265 2.47183
4 H -0.48554 -2.16482 -1.63602
5 H -1.07591 2.44181 -0.73198
6 N 0.49526 -0.09584 0.63348
7 N 0.70631 -1.35177 -0.07902
8 N -0.70465 1.93582 0.05848
9 O 1.47128 0.11464 1.47685
10 O -0.80083 -0.26620 -1.04124

Cartesian forces (eV/Å) of the 2 atoms listed first:
C -2.07 0.86 -0.64
C 3.71 2.99 2.71

Results
highest occupied orbital energy	-8.685	eV
structure (SMILES)	[H]/N=c1\ocnn1O
spin multiplicity	1
E_tot	-392.601870	Eh
relative energy (zero: lowest compared OMol25 entry of this formula, charge and spin)	503.2	kJ/mol
HOMO-LUMO gap	0.3429	Eh

Results of the Mulliken charge analysis, in e, for atoms 1 through 2: number 1, C, carries 0.0500; number 2, C, carries 0.5671